Below is a 2-piece molecular cluster, C5H9NS2 overall in a non-equilibrium geometry, with properties calculated with ωB97M-V/def2-TZVPD.

Last column: Löwdin charge in e.
Element x y z (Å)
C  0.1890  -0.2975  0.4651  -0.7060
C  1.4489  -0.6425  -0.0070  -0.2015
C  2.4811  0.0217  -0.5463  0.0521
C  -0.3276  0.8467  -0.4662  -0.6433
C  -0.8768  -0.5724  -0.4742  -0.6205
H  0.6066  0.6041  2.2443  0.1205
H  -1.1153  -0.7112  2.4896  0.2529
H  1.3557  -1.8094  -0.0723  0.1585
H  3.3372  -0.4994  -0.9701  0.0624
H  2.4510  1.1306  -0.4652  0.0820
H  0.2802  1.3197  -1.1937  0.0550
H  -2.5724  2.0500  -0.5272  -0.0554
H  -0.2756  -1.1144  -1.2658  0.1301
H  -3.3092  -1.0956  -1.2595  -0.0895
N  0.1397  -0.3500  1.9065  0.0291
S  -1.2581  2.1874  0.1948  0.6677
S  -2.5545  -1.0677  -0.0526  0.7058

Cartesian forces (eV/Å) of the 2 atoms listed first:
-2.328 3.812 2.520
3.647 -4.967 -2.097

Net charge = 0
Frontier orbital gap = 8.805 eV
2S+1 = 1
HOMO energy = -0.318 Eh
DFT total energy = -1046.837538 a.u.

Below is an isolated ion of composition C8H6NO2S and charge -1 in a non-equilibrium geometry, with properties calculated with ωB97M-V/def2-TZVPD.

Last column: Löwdin charge in e.
Element x y z (Å)
C  0.9874  1.7544  0.8059  -0.1361
C  1.4930  0.6768  0.0323  -0.0611
C  -0.2060  1.6435  1.3677  -0.1348
C  0.8143  -0.4357  -0.0402  -0.3492
C  -1.1312  -0.7821  -1.4758  -0.7946
C  0.8134  -2.2142  -1.3864  -0.5430
C  -1.2009  0.5993  0.9967  -0.2307
C  -0.6011  -0.5622  0.3179  -0.1623
N  -0.3819  -1.7244  -1.9300  0.0804
O  1.2492  -3.2970  -1.7532  0.0493
O  1.5075  -1.4094  -0.5688  0.1109
S  -2.3784  0.1845  -1.8568  0.5731
H  1.6717  2.5879  1.0572  0.1005
H  2.4222  0.7322  -0.6068  0.1376
H  -0.4834  2.4041  2.1532  0.1036
H  -1.8149  0.1943  1.8929  0.1376
H  -1.8994  1.1214  0.3387  0.0307
H  -0.8616  -1.4736  0.6554  0.0880

Cartesian forces (eV/Å) of the 2 atoms listed first:
0.795 1.075 0.651
2.273 1.774 -1.385

Net charge = -1
SMILES string = [O-]C1=NC(=S)[C@@H]2CC=CC=C2O1
Frontier orbital gap = 7.117 eV
2S+1 = 1
HOMO energy = -0.134 Eh
DFT total energy = -911.867172 a.u.

Below is C46H48Cl4Ge2N6O4PtS as an isolated structure in a non-equilibrium geometry, with properties calculated with ωB97M-V/def2-TZVPD.

Last column: Löwdin charge in e.
Element x y z (Å)
Pt  0.0930  0.8891  1.0035  0.9922
C  3.1110  3.0853  2.7300  -0.1731
C  2.5941  2.0003  3.6577  -0.3316
Ge  1.9083  0.3550  2.6771  0.9249
C  1.7991  -1.1637  4.0440  -0.3464
C  3.1189  -1.3679  4.7738  -0.1716
C  3.4973  -0.0192  1.5626  -0.2500
C  3.6480  0.3125  0.2808  -0.3353
Ge  1.9150  0.5306  -0.8086  1.0249
C  1.7597  2.3662  -1.6885  -0.3860
C  2.8503  2.8897  -2.6027  -0.1683
C  1.8672  -1.2324  -1.8757  -0.3131
C  3.1749  -1.8367  -2.3578  -0.1638
C  4.9718  0.3850  -0.3431  -0.2457
C  5.1101  0.5758  -1.7165  -0.0825
C  6.3566  0.6448  -2.3080  -0.0698
C  7.5014  0.5378  -1.5381  -0.0889
C  7.3847  0.3682  -0.1680  -0.0816
C  6.1398  0.3006  0.4206  -0.0329
H  3.5666  3.8852  3.3130  0.0745
H  2.2817  3.5088  2.1690  0.0420
H  3.8534  2.6907  2.0363  0.0544
H  1.8079  2.4057  4.2925  0.0404
H  3.4008  1.6460  4.3045  0.0573
H  1.5251  -2.0796  3.5169  0.0520
H  1.0079  -0.9588  4.7671  0.0561
H  3.9215  -1.5627  4.0661  0.0552
H  3.0492  -2.2189  5.4512  0.0707
H  3.3771  -0.4888  5.3598  0.0614
H  4.3417  -0.3068  2.1778  0.0441
H  1.6209  3.0437  -0.8428  0.0384
H  0.8156  2.2989  -2.2216  -0.0035
H  3.8124  2.9319  -2.0991  0.0587
H  2.5912  3.8987  -2.9213  0.0674
H  2.9449  2.2783  -3.4965  0.0698
H  1.1924  -1.0863  -2.7164  0.0600
H  1.3866  -1.9215  -1.1820  0.0081
H  3.5723  -1.2949  -3.2114  0.0631
H  2.9995  -2.8635  -2.6740  0.0666
H  3.9283  -1.8552  -1.5740  0.0619
H  4.2195  0.6657  -2.3186  0.0693
H  6.4360  0.7818  -3.3765  0.1058
H  8.4762  0.5922  -1.9964  0.0993
H  8.2680  0.2878  0.4480  0.1018
H  6.0839  0.1856  1.4920  0.1003
N  -5.8113  4.7790  0.7077  0.1222
C  -4.6779  4.3511  1.3473  -0.3362
C  -4.7592  3.4263  2.3943  -0.0263
C  -3.6277  3.0608  3.0948  -0.0732
C  -2.4062  3.5973  2.7367  -0.2884
C  -2.3033  4.5007  1.6954  -0.0678
C  -3.4319  4.8851  1.0041  -0.0311
S  -0.8979  3.1258  3.5532  0.6155
O  -1.0451  3.0701  4.9786  -0.2719
O  0.1465  3.9585  3.0324  -0.3045
N  -0.5921  1.6086  2.9616  -0.2297
C  -1.1862  0.5062  3.3851  -0.6211
N  -0.7823  -0.6240  2.7518  -0.0300
C  -1.3193  -1.7731  3.0984  -0.1346
C  -2.2633  -1.8530  4.1099  -0.0392
C  -2.6278  -0.6483  4.6964  -0.1115
N  -2.1201  0.5094  4.3380  0.1364
H  -6.6367  4.2100  0.7972  0.0985
H  -5.6888  5.2433  -0.1749  0.0922
H  -5.7182  2.9983  2.6443  0.1143
H  -3.6674  2.3572  3.9108  0.1022
H  -1.3273  4.8830  1.4504  0.1137
H  -3.3574  5.5926  0.1929  0.1168
H  -0.9845  -2.6425  2.5465  0.1270
H  -2.6897  -2.7912  4.4162  0.0987
H  -3.3759  -0.5987  5.4780  0.1166
Cl  -2.9577  0.4260  1.0720  0.9149
C  -3.2119  1.6038  -0.1416  -0.5490
C  -4.4686  1.8130  -0.6540  -0.1044
C  -4.6707  2.7928  -1.6174  -0.0695
C  -3.5977  3.5507  -2.0621  -0.1100
C  -2.3324  3.3389  -1.5663  -0.5940
Cl  -1.0315  4.2723  -2.1542  0.7976
C  -2.0551  2.3468  -0.5628  -0.4283
N  -0.8643  2.1561  -0.0992  0.0385
H  -5.2885  1.2036  -0.3055  0.1188
H  -5.6524  2.9676  -2.0216  0.1115
H  -3.7550  4.3141  -2.8099  0.1121
Cl  -3.6157  -5.3577  -3.1025  0.7708
C  -2.2319  -5.9784  -2.2641  -0.5695
C  -2.1704  -7.3401  -2.0341  -0.1130
C  -1.1344  -7.8753  -1.2905  -0.0886
C  -0.1656  -7.0400  -0.7599  -0.1123
C  -0.2196  -5.6824  -1.0105  -0.5742
Cl  1.0035  -4.6443  -0.3509  0.7353
C  -1.2406  -5.1049  -1.7837  -0.2926
N  -1.2895  -3.7488  -1.9985  0.0834
C  -1.6329  -3.1566  -3.2066  -0.2560
C  -1.4352  -3.8249  -4.4142  -0.0783
C  -1.7838  -3.2295  -5.6091  -0.0880
C  -2.3344  -1.9547  -5.6182  -0.0895
C  -2.5229  -1.2838  -4.4242  -0.0319
C  -2.1865  -1.8683  -3.2117  -0.1652
C  -2.4310  -1.1615  -1.9248  -0.0502
C  -1.1026  -0.5826  -1.3414  -0.7405
O  -0.5542  0.3220  -1.9655  -0.0539
O  -0.7163  -1.0943  -0.2664  -0.1369
H  -2.9540  -7.9709  -2.4211  0.1020
H  -1.0872  -8.9376  -1.1133  0.1040
H  0.6341  -7.4373  -0.1561  0.1028
H  -0.9015  -3.1482  -1.2811  0.0904
H  -0.9979  -4.8139  -4.4049  0.1138
H  -1.6344  -3.7642  -6.5353  0.1019
H  -2.6191  -1.4935  -6.5527  0.0972
H  -2.9602  -0.2962  -4.4208  0.1119
H  -2.8692  -1.8234  -1.1799  0.1178
H  -3.0923  -0.3134  -2.0910  0.1065

Cartesian forces (eV/Å) of the 2 atoms listed first:
0.652 -1.795 0.518
-0.045 -0.125 -0.071

Net charge = 0
Frontier orbital gap (spin up / spin down) = 7.843 / 4.920 eV
<S²> = 6.07
2S+1 = 5
HOMO energy (spin up / spin down) = -0.281 / -0.281 Eh
DFT total energy = -8923.145186 a.u.

Below is an isolated ion of composition C4H10NO2 and charge -1 in a non-equilibrium geometry, with properties calculated with ωB97M-V/def2-TZVPD.

Last column: Löwdin charge in e.
Element x y z (Å)
C  0.9041  1.2726  1.1298  -0.1985
O  1.4022  0.5156  2.3627  -0.2029
C  -0.1167  0.4235  0.2782  -0.3517
C  0.4714  -1.0203  -0.2396  -0.1294
C  -0.6476  -1.5950  -1.1466  -0.5958
O  -1.6242  -0.8655  -1.5280  -0.3174
N  -0.4794  1.3462  -0.9037  -0.0280
H  0.4376  2.1198  1.5689  0.0688
H  1.8163  1.5187  0.3331  0.1485
H  0.7722  -0.3371  2.4531  0.1200
H  -1.1707  0.3321  0.6988  0.1424
H  1.4075  -0.8509  -0.6289  0.0559
H  0.3234  -1.7350  0.6037  0.0875
H  -0.1092  -2.1215  -1.9384  0.0619
H  -1.2159  -2.3950  -0.5966  0.0755
H  -1.1576  0.8249  -1.4558  0.0018
H  0.3617  1.5347  -1.5205  0.0613

Cartesian forces (eV/Å) of the 2 atoms listed first:
1.222 -2.811 -0.913
-2.318 -1.961 -1.374

Net charge = -1
SMILES string = N[C@H](CO)CC[O-]
Frontier orbital gap = 6.256 eV
2S+1 = 1
HOMO energy = -0.088 Eh
DFT total energy = -363.553753 a.u.